DFT (wB97M-V/def2-TZVPD) results for a structure of composition C30H48CoN2O2Se at a distorted geometry.

Results
- <S²>: 6.036
- Gap between HOMO and LUMO (spin up / spin down): 7.8 / 4.6 eV
- Spin multiplicity: 5
- Total charge: +1
- M: 606.6 g/mol

Positions of all 84 atoms, in Å:
Co -1.5569 2.4722 0.0783
C 3.4963 -2.3580 -2.2699
C 3.1285 -1.4006 -3.4133
C 2.7777 -2.2430 -4.6424
C 4.3489 -0.5311 -3.7595
C 1.9798 -0.4971 -2.9765
C 2.1146 0.3075 -1.8543
C 1.0709 1.1160 -1.4499
Se 1.2603 2.2795 0.0743
C 0.9693 1.0073 1.5003
C 1.8889 0.0467 1.7867
C 1.6782 -0.8311 2.8676
C 0.5357 -0.6348 3.6544
C -0.4193 0.3368 3.4308
C -0.2382 1.1720 2.2709
O -1.1032 2.0124 1.8610
C -1.6013 0.3957 4.4086
C -1.0470 0.5555 5.8371
C -2.5889 1.5490 4.1946
C -2.3818 -0.9264 4.3045
C 2.6932 -1.9173 3.1568
C 2.3120 -2.7762 4.3663
C 4.0511 -1.2491 3.4366
C 2.8048 -2.8299 1.9246
C -0.1635 1.1963 -2.1355
O -1.1254 1.9753 -1.6857
C -0.2903 0.4100 -3.3101
C 0.7741 -0.4049 -3.6728
C -1.5587 0.4844 -4.1650
C -1.5009 -0.4627 -5.3657
C -1.7122 1.9176 -4.7027
C -2.8001 0.1076 -3.3360
H 4.2936 -3.0309 -2.5918
H 2.6345 -2.9619 -1.9785
H 3.8513 -1.8161 -1.3909
H 3.6328 -2.8659 -4.9072
H 2.5471 -1.6149 -5.5044
H 1.9306 -2.9030 -4.4448
H 5.1823 -1.1630 -4.0737
H 4.6745 0.0622 -2.9039
H 4.1066 0.1534 -4.5739
H 3.0403 0.3190 -1.2907
H 2.7761 -0.0269 1.1723
H 0.3845 -1.2885 4.4997
H -0.5227 1.5079 5.9323
H -0.3583 -0.2436 6.1078
H -1.8709 0.5429 6.5513
H -2.0848 2.5128 4.1729
H -3.2950 1.5567 5.0261
H -3.1563 1.4370 3.2710
H -1.7734 -1.7792 4.6058
H -2.7198 -1.1001 3.2800
H -3.2560 -0.8887 4.9557
H 2.2459 -2.1787 5.2776
H 3.0789 -3.5336 4.5240
H 1.3633 -3.2922 4.2061
H 3.9779 -0.5803 4.2962
H 4.4013 -0.6684 2.5825
H 4.7971 -2.0127 3.6567
H 1.8489 -3.3128 1.7134
H 3.5461 -3.6065 2.1137
H 3.1115 -2.2797 1.0339
H 0.6637 -1.0051 -4.5627
H -0.6654 -0.2198 -6.0234
H -2.4187 -0.3526 -5.9450
H -1.4212 -1.5063 -5.0547
H -0.8715 2.1647 -5.3528
H -1.7429 2.6416 -3.8895
H -2.6329 2.0047 -5.2852
H -2.6272 -0.8203 -2.7831
H -3.6587 -0.0434 -3.9940
H -3.0366 0.9075 -2.6379
N -3.3221 1.1230 0.1886
C -4.5217 1.9710 0.3066
C -4.3401 3.2385 -0.5135
N -3.1494 3.9779 -0.0356
H -3.3499 0.5838 -0.6716
H -3.2793 0.4621 0.9553
H -4.6460 2.2380 1.3584
H -5.4266 1.4569 -0.0220
H -5.2489 3.8392 -0.4458
H -4.1761 2.9829 -1.5616
H -3.3439 4.3657 0.8833
H -2.9689 4.7660 -0.6470

Mulliken atomic charge list, values in e, 5 entries: number 1, Co, carries 0.12; number 2, C, carries -1.69; number 3, C, carries 2.13; number 4, C, carries -2.20; number 5, C, carries -1.74